No. 1
{
  "formula": "C39H38BCl76F6N2O4S",
  "method": "ωB97M-V/def2-TZVPD",
  "elements": ["C", "C", "O", "C", "C", "O", "C", "C", "O", "C", "C", "N", "C", "C", "C", "F", "F", "C", "F", "F", "F", "N", "C", "C", "C", "F", "B", "C", "O", "C", "C", "C", "C", "S", "H", "H", "H", "H", "H", "H", "H", "H", "H", "H", "H", "H", "H", "H", "H", "H", "H", "H", "H", "H", "H", "H", "H", "H", "H", "H", "H", "H", "H", "H", "H", "H", "H", "H", "H", "H", "H", "H", "C", "Cl", "Cl", "Cl", "Cl", "C", "Cl", "Cl", "Cl", "Cl", "C", "Cl", "Cl", "Cl", "Cl", "C", "Cl", "Cl", "Cl", "Cl", "C", "Cl", "Cl", "Cl", "Cl", "C", "Cl", "Cl", "Cl", "Cl", "C", "Cl", "Cl", "Cl", "Cl", "C", "Cl", "Cl", "Cl", "Cl", "C", "Cl", "Cl", "Cl", "Cl", "C", "Cl", "Cl", "Cl", "Cl", "C", "Cl", "Cl", "Cl", "Cl", "C", "Cl", "Cl", "Cl", "Cl", "C", "Cl", "Cl", "Cl", "Cl", "C", "Cl", "Cl", "Cl", "Cl", "C", "Cl", "Cl", "Cl", "Cl", "C", "Cl", "Cl", "Cl", "Cl", "C", "Cl", "Cl", "Cl", "Cl", "C", "Cl", "Cl", "Cl", "Cl", "C", "Cl", "Cl", "Cl", "Cl"],
  "coordinates": [[-4.6956, -0.6207, 3.4332], [-3.3561, -0.4810, 4.3829], [-2.2985, 0.3830, 3.8188], [-1.4239, 0.9036, 4.9032], [0.1937, 0.8824, 4.4827], [0.6197, 2.1991, 3.9813], [1.8766, 2.1169, 3.2082], [1.5120, 1.5401, 1.7174], [2.0980, 2.2930, 0.5966], [1.8915, 1.5613, -0.6968], [0.3241, 1.5801, -1.1631], [-0.4620, 0.3107, -0.8019], [-1.8914, 0.7705, -0.9316], [-2.3389, 1.3099, -2.4305], [-3.9007, 1.7167, -2.3061], [-4.2745, 2.4128, -1.0116], [-4.4883, 2.5736, -3.3536], [-4.9505, 0.4067, -2.2404], [-6.2976, 1.0142, -2.5640], [-4.7160, -0.6126, -3.2710], [-5.1076, -0.1218, -0.8499], [-1.3621, 2.1826, -3.1454], [-1.5522, 3.6994, -2.9820], [-1.8556, 4.3049, -1.5380], [-0.5334, 5.2237, -1.0816], [-0.4195, 6.4964, -1.8280], [-1.4767, 2.1403, -4.6994], [-2.6198, 1.3697, -5.5722], [-0.4411, 2.8441, -5.5423], [0.0800, 1.7424, -2.8024], [0.7466, 0.5504, -3.6515], [0.0279, -0.8989, -3.7585], [1.2082, -2.0820, -3.6966], [0.4497, -3.7947, -3.7146], [-5.2040, 0.4145, 3.1733], [-4.4915, -1.1919, 2.4106], [-5.5344, -1.2429, 4.0078], [-3.7246, -0.0314, 5.4205], [-2.9631, -1.5668, 4.5728], [-1.5760, 0.1712, 5.8297], [-1.7869, 1.9995, 5.1495], [0.8612, 0.6011, 5.4304], [0.3105, 0.0013, 3.7168], [2.6818, 1.4339, 3.7509], [2.3086, 3.2166, 3.0519], [0.3245, 1.5290, 1.6432], [1.8553, 0.4172, 1.6016], [2.5123, 2.1307, -1.5327], [2.3066, 0.4684, -0.6495], [-0.1731, 2.4217, -0.5209], [-0.2458, 0.0152, 0.1788], [-2.5613, -0.1988, -0.7371], [-2.1093, 1.4973, -0.0519], [-2.3542, 0.2872, -3.0550], [-2.4429, 4.0201, -3.7132], [-0.6315, 4.3223, -3.4239], [-2.0359, 3.5794, -0.6442], [-2.7670, 5.0763, -1.5364], [-0.4468, 5.3302, 0.0902], [0.4056, 4.5610, -1.4044], [-3.4295, 0.7854, -4.9674], [-3.2207, 2.1157, -6.2847], [-2.0665, 0.6223, -6.3146], [-0.9073, 3.1335, -6.3835], [0.7417, 2.7050, -3.0640], [1.1264, 0.8268, -4.7521], [1.7940, 0.2996, -3.1215], [-0.5017, -0.9933, -4.8238], [-0.7503, -1.1772, -2.9403], [1.9922, -1.9077, -4.5476], [1.7780, -1.8783, -2.6707], [-0.8389, -3.6646, -3.1032], [-8.3818, -2.2962, 1.6935], [-8.0749, -1.6229, 3.3144], [-7.3475, -1.4694, 0.5014], [-8.0109, -4.0389, 1.6942], [-10.0939, -2.0535, 1.2641], [4.6168, -5.2941, -4.0368], [4.5338, -4.5116, -5.6354], [3.2470, -6.4188, -3.8543], [6.1476, -6.1947, -3.8951], [4.5386, -4.0514, -2.7625], [-0.3500, -1.8639, 8.5010], [-0.0431, -1.1907, 10.1218], [0.6843, -1.0371, 7.3089], [0.0209, -3.6066, 8.5017], [-2.0620, -1.6213, 8.0715], [2.5689, 1.3970, -8.1212], [2.0545, 0.0795, -7.0375], [3.2418, 2.7333, -7.1538], [3.8131, 0.7912, -9.2435], [1.1663, 1.9838, -9.0500], [2.4162, -3.7039, 12.5668], [2.4945, -5.3288, 13.2936], [1.9608, -2.5165, 13.8147], [4.0097, -3.2768, 11.8940], [1.1997, -3.6936, 11.2651], [4.5908, -1.4364, 5.7374], [4.7448, -2.7821, 4.5798], [3.3975, -0.2622, 5.1277], [4.0510, -2.0676, 7.3136], [6.1699, -0.6336, 5.9283], [-1.9570, 3.5469, 8.0332], [-1.0649, 3.9234, 6.5376], [-1.1757, 2.1768, 8.8619], [-1.9495, 4.9710, 9.1038], [-3.6381, 3.1163, 7.6294], [-7.1615, 4.6584, 8.7133], [-7.0075, 3.3126, 7.5558], [-8.3548, 5.8326, 8.1036], [-7.7013, 4.0271, 10.2896], [-5.5824, 5.4611, 8.9043], [-8.9748, -6.5608, -1.3924], [-8.4017, -7.5069, -2.7892], [-8.2329, -7.1941, 0.0985], [-8.5168, -4.8520, -1.6042], [-10.7479, -6.6902, -1.2747], [-0.3603, -2.8204, -8.6637], [0.2129, -3.7664, -10.0605], [0.3817, -3.4536, -7.1728], [0.0977, -1.1116, -8.8755], [-2.1334, -2.9498, -8.5460], [-2.0494, -6.8972, -2.1251], [-1.1572, -6.5207, -3.6207], [-1.2681, -8.2674, -1.2964], [-2.0419, -5.4731, -1.0545], [-3.7305, -7.3278, -2.5288], [5.9598, -1.1551, -12.5226], [4.4610, -1.9799, -12.0246], [5.6594, -0.2259, -14.0128], [6.4869, -0.0489, -11.2291], [7.2319, -2.3656, -12.8238], [3.0730, 8.4736, -2.4418], [1.5742, 7.6488, -1.9438], [2.7726, 9.4028, -3.9320], [3.6001, 9.5798, -1.1483], [4.3451, 7.2631, -2.7430], [9.8993, -0.7497, 8.3965], [8.4005, -1.5745, 8.8945], [9.5989, 0.1795, 6.9063], [10.4264, 0.3565, 9.6900], [11.1714, -1.9603, 8.0953], [-9.9113, 0.6675, 10.4172], [-9.6044, 1.3407, 12.0380], [-8.8770, 1.4943, 9.2251], [-9.5404, -1.0752, 10.4179], [-11.6234, 0.9101, 9.9877], [9.6914, -3.3992, -9.5859], [9.8455, -4.7449, -10.7434], [8.4981, -2.2250, -10.1956], [9.1516, -4.0304, -8.0096], [11.2705, -2.5964, -9.3949], [6.5947, 4.2033, -0.3892], [5.0959, 3.3785, 0.1087], [6.2943, 5.1325, -1.8794], [7.1218, 5.3094, 0.9043], [7.8668, 2.9927, -0.6904], [12.0638, -1.1956, -13.2715], [12.6369, -2.1417, -14.6683], [12.8058, -1.8289, -11.7805], [12.5218, 0.5132, -13.4833], [10.2907, -1.3250, -13.1538], [-6.0888, -2.7833, 9.5560], [-6.0104, -4.4082, 10.2828], [-6.5442, -1.5959, 10.8039], [-4.4953, -2.3561, 8.8832], [-7.3053, -2.7729, 8.2543]],
  "forces_ev_per_angstrom": [[-0.285, -0.013, -0.198], [-1.407, -0.255, 0.423], [-0.178, -0.570, 1.480], [0.323, -0.174, 0.439], [-0.838, -0.778, 0.851], [1.148, -1.570, -0.626], [0.168, 0.452, -0.843], [-0.727, -1.381, 0.212], [-0.987, -1.882, -0.895], [0.206, 0.478, -0.776], [-0.617, -0.783, 0.542], [0.137, 1.905, -0.763], [-0.975, -1.434, 1.554], [-1.019, -3.340, 0.959], [-2.793, 1.482, 1.011], [1.569, -1.837, -3.863], [2.411, -2.351, 2.752], [-3.534, 0.189, -0.031], [4.550, -2.400, 1.150], [-0.461, 3.152, 3.889], [1.029, 1.352, -5.229], [0.877, 0.857, -0.596], [-0.933, 3.149, -0.686], [0.469, 2.257, 1.400], [0.856, -1.921, -0.329], [-1.764, -3.266, 1.821], [1.082, 0.606, -4.343], [-0.785, -0.352, -0.501], [-3.531, -1.008, 2.054], [3.740, 1.681, 1.216], [1.424, -1.335, -0.199], [0.145, -1.010, -1.179], [-0.453, 2.189, 1.262], [-0.414, 0.821, 0.329], [1.279, -1.996, 0.580], [-0.270, 1.231, 2.215], [2.159, 1.289, -1.112], [0.811, -0.898, -2.106], [-0.464, 1.990, -0.280], [0.574, 1.801, -1.796], [0.931, -2.416, -0.432], [-1.598, 0.787, -2.018], [-0.117, 1.759, 1.129], [-1.801, 1.680, -1.344], [-1.044, -2.398, 0.577], [2.300, 0.248, 0.217], [-0.532, 2.012, 0.316], [-1.156, -1.002, 1.995], [-0.869, 1.900, 0.121], [1.047, -0.891, -1.548], [-0.602, 0.493, -1.113], [1.192, 2.235, -0.503], [-0.050, -0.842, -1.813], [-0.058, 2.393, 1.216], [1.706, -0.970, 1.602], [-1.830, -2.005, 0.890], [0.275, 1.133, -1.958], [1.849, -1.974, -0.301], [-0.463, 0.496, -2.541], [-1.750, 1.752, 0.662], [1.539, 0.995, -1.277], [1.367, -1.443, 1.593], [-1.100, 1.479, 1.619], [0.964, -0.768, 1.277], [-1.606, -2.069, 0.326], [-1.305, -0.054, 2.537], [-2.353, 0.923, -0.778], [1.005, 0.147, 2.254], [1.540, 0.790, -1.310], [-1.626, -0.746, 1.389], [-1.161, -0.639, -2.121], [1.831, 0.470, -0.712], [-0.133, -0.150, 0.054], [-0.231, -0.151, -0.404], [-0.234, -0.188, 0.274], [-0.068, 0.524, 0.125], [0.477, -0.065, 0.097], [0.020, -0.197, -0.036], [-0.013, -0.134, 0.354], [0.351, 0.306, -0.045], [-0.424, 0.279, -0.038], [-0.006, -0.218, -0.250], [0.099, 0.065, 0.157], [-0.389, 0.332, -0.768], [-0.289, -0.304, 0.403], [-0.272, 0.439, -0.349], [1.329, 0.277, -0.288], [0.356, 0.049, -0.057], [0.687, 0.549, 0.256], [-0.211, -0.303, -0.211], [-0.467, 0.153, 0.367], [0.232, -0.070, 0.195], [-0.053, -0.125, 0.092], [0.002, 0.410, -0.166], [0.107, -0.261, -0.306], [-0.372, -0.082, 0.129], [0.780, -0.479, 0.824], [0.336, -0.215, 0.201], [-0.079, 0.358, 0.268], [0.309, -0.427, 0.257], [0.193, 0.166, -0.433], [-0.471, -0.215, -0.060], [-0.044, -0.009, 0.032], [-0.080, 0.122, 0.473], [-0.164, 0.283, -0.219], [-0.003, -0.354, -0.261], [0.592, -0.069, 0.008], [-0.043, 0.251, 0.339], [0.047, 0.284, 0.031], [0.305, -0.349, 0.125], [0.480, 0.822, -0.239], [-0.541, -0.083, -0.001], [-0.095, 0.011, -0.030], [-0.122, 0.225, 0.348], [-0.146, 0.112, -0.341], [-0.116, -0.407, -0.085], [0.494, 0.043, -0.022], [0.047, -0.133, -0.216], [-0.158, 0.271, 0.379], [-0.232, 0.225, -0.290], [-0.724, -0.780, -0.450], [0.404, 0.040, 0.013], [-0.066, -0.262, -0.026], [-0.284, -0.228, 0.316], [-0.208, 0.420, -0.227], [-0.002, -0.243, -0.189], [0.440, 0.152, 0.119], [-0.023, -0.161, -0.300], [0.351, 0.208, -0.066], [0.083, -0.215, 0.436], [-0.144, -0.088, -0.278], [-0.879, 0.320, -0.669], [-0.024, 0.157, 0.101], [1.467, 0.784, -0.440], [0.051, -0.217, 0.343], [-0.079, -0.265, -0.323], [-0.542, 0.498, 0.050], [0.065, -0.053, 0.115], [0.342, 0.196, -0.127], [0.059, -0.182, 0.293], [-0.148, -0.285, -0.356], [-0.344, 0.324, 0.064], [-0.100, -0.123, -0.152], [-0.031, -0.129, -0.344], [-0.649, -0.967, 0.159], [-0.659, 0.592, -0.002], [0.408, -0.023, 0.116], [0.059, 0.077, 0.127], [-0.039, 0.340, 0.233], [0.801, -0.411, 1.026], [0.083, 0.094, -0.327], [-0.855, -0.402, 0.575], [0.163, 0.005, 0.053], [0.218, 0.183, -0.094], [0.344, -0.517, 0.436], [-0.172, -0.303, -0.369], [-0.331, 0.296, 0.073], [0.180, 0.034, -0.045], [-0.164, 0.230, 0.349], [0.174, 0.350, -1.058], [-0.130, -0.406, 0.050], [0.482, 0.039, -0.025], [-0.162, 0.052, 0.087], [0.000, 0.432, -0.208], [0.684, -0.447, -0.290], [-1.195, -0.462, 0.587], [0.257, -0.022, 0.236]],
  "charge": 1,
  "mol_weight_g_mol": 3450.04,
  "spin_multiplicity": 1,
  "fmax_ev_per_a": 5.50,
  "lumo_energy_ha": -0.1037,
  "orbital_gap_ev": 8.4
}

***

No. 2
{
  "formula": "C18H22I3N3O8",
  "method": "ωB97M-V/def2-TZVPD",
  "elements": ["C", "C", "O", "N", "C", "C", "I", "C", "C", "O", "N", "C", "C", "O", "C", "O", "C", "C", "O", "O", "C", "O", "C", "I", "C", "N", "C", "C", "C", "O", "C", "I", "H", "H", "H", "H", "H", "H", "H", "H", "H", "H", "H", "H", "H", "H", "H", "H", "H", "H", "H", "H", "H", "H"],
  "coordinates": [[-5.5206, -4.0014, 1.1087], [-4.8102, -2.6770, 1.1078], [-4.8124, -1.8832, 2.0134], [-4.1336, -2.4347, -0.0743], [-3.2849, -1.3367, -0.2178], [-1.9169, -1.5026, -0.4399], [-1.1211, -3.4508, -0.6371], [-1.0580, -0.4200, -0.5105], [0.3947, -0.6273, -0.8518], [0.7291, -0.7975, -2.0098], [1.1858, -0.6496, 0.2287], [2.6347, -0.6427, 0.3130], [3.1407, 0.7857, 0.5389], [2.4332, 1.3568, 1.6143], [4.6516, 0.7467, 0.8187], [5.1546, 2.0541, 0.9306], [5.3878, -0.0679, -0.2605], [6.8210, -0.3871, 0.1885], [6.8295, -1.2566, 1.2855], [4.7565, -1.3244, -0.4893], [3.4236, -1.2171, -0.8915], [3.3436, -0.4252, -2.0254], [-1.5638, 0.8596, -0.3285], [-0.2566, 2.5138, -0.3680], [-2.9285, 1.0728, -0.1374], [-3.4342, 2.3694, 0.0525], [-3.5623, 2.8046, 1.4315], [-3.7933, 3.2125, -0.9705], [-3.6450, 2.6292, -2.3555], [-4.2021, 4.3266, -0.7522], [-3.7764, -0.0351, -0.1082], [-5.8485, 0.3030, -0.0134], [-6.0811, -4.1054, 2.0328], [-6.2023, -4.0563, 0.2629], [-4.8002, -4.8137, 1.0320], [-3.9707, -3.2202, -0.6908], [0.7696, -0.3713, 1.1080], [2.8969, -1.2509, 1.1873], [2.9614, 1.3715, -0.3799], [2.9551, 2.1008, 1.9419], [4.8236, 0.2821, 1.7971], [5.1343, 2.4768, 0.0626], [5.4050, 0.5064, -1.1977], [7.3695, -0.8199, -0.6583], [7.3134, 0.5324, 0.5111], [6.3148, -2.0341, 1.0352], [3.0993, -2.2506, -1.0910], [2.4275, -0.5002, -2.3634], [-2.5817, 2.8829, 1.9060], [-4.1811, 2.1080, 1.9992], [-4.0347, 3.7853, 1.4147], [-3.9835, 3.3680, -3.0764], [-4.2466, 1.7283, -2.4589], [-2.6064, 2.3819, -2.5649]],
  "forces_ev_per_angstrom": [[-0.166, 0.044, 0.228], [0.122, -0.251, -0.214], [-0.012, 0.001, 0.340], [-0.015, -0.227, -0.296], [0.249, 0.272, 0.116], [0.014, -0.417, 0.004], [-0.206, 0.277, 0.043], [-0.036, 0.115, -0.222], [-0.242, -0.003, 0.440], [0.078, -0.030, -0.390], [0.140, -0.015, 0.310], [0.546, 0.399, -0.189], [0.463, -0.207, -0.163], [-0.011, 0.002, 0.343], [-0.571, -0.610, -0.293], [0.238, 0.461, 0.014], [0.457, 0.308, 0.313], [-0.311, 0.217, -0.532], [-0.072, -0.356, 0.377], [0.234, 0.163, 0.020], [-0.642, -0.606, 0.322], [0.127, 0.115, -0.295], [0.209, 0.258, 0.025], [-0.350, -0.185, -0.080], [0.113, -0.264, -0.181], [-0.024, 0.080, 0.372], [-0.072, 0.233, 0.153], [0.164, -0.481, -0.297], [-0.104, 0.250, -0.093], [-0.173, 0.466, -0.043], [-0.393, 0.087, -0.029], [0.299, 0.083, -0.129], [0.012, 0.000, 0.005], [-0.050, -0.047, -0.081], [0.055, -0.076, -0.035], [-0.050, 0.105, 0.128], [-0.191, -0.030, -0.175], [-0.016, 0.060, -0.135], [0.054, -0.151, 0.144], [-0.050, -0.016, -0.019], [-0.078, -0.009, -0.135], [-0.025, -0.026, 0.024], [0.048, -0.023, 0.098], [-0.024, 0.106, 0.041], [-0.035, -0.035, -0.132], [0.046, 0.029, 0.036], [0.014, 0.216, 0.009], [0.112, -0.020, 0.169], [0.012, -0.005, -0.007], [-0.002, -0.025, -0.020], [0.046, -0.085, 0.076], [-0.007, 0.019, 0.032], [-0.017, -0.103, 0.002], [0.090, -0.063, 0.000]],
  "charge": 0,
  "mol_weight_g_mol": 789.10,
  "spin_multiplicity": 1,
  "fmax_ev_per_a": 0.94,
  "lumo_energy_ha": -0.0148,
  "smiles": "CC(=O)Nc1c(I)c(C(=O)N[C@@H]2[C@@H](O)[C@H](O)[C@@H](CO)O[C@@H]2O)c(I)c(N(C)C(C)=O)c1I",
  "orbital_gap_ev": 8.8
}